{"formula": "C45H105N3O9", "method": "ωB97M-V with the def2-TZVPD basis set", "charge": 0, "largest_force_ha_per_bohr": 0.047, "smiles": "CC1(C)CCCC(C)(C)N1O.CC1(C)CCCC(C)(C)N1O.CC1(C)CCCC(C)(C)N1O.CC(C)O.CC(C)O.CC(C)O.CC(C)O.CC(C)O.CC(C)O", "gap_ha": 0.31960, "energy_ev": -71261.4242, "elements": ["C", "C", "C", "C", "C", "C", "N", "O", "C", "C", "C", "H", "H", "H", "H", "H", "H", "H", "H", "H", "H", "H", "H", "H", "H", "H", "H", "H", "H", "H", "C", "C", "C", "C", "C", "C", "N", "O", "C", "C", "C", "H", "H", "H", "H", "H", "H", "H", "H", "H", "H", "H", "H", "H", "H", "H", "H", "H", "H", "H", "C", "C", "C", "C", "C", "C", "N", "O", "C", "C", "C", "H", "H", "H", "H", "H", "H", "H", "H", "H", "H", "H", "H", "H", "H", "H", "H", "H", "H", "H", "C", "C", "C", "O", "H", "H", "H", "H", "H", "H", "H", "H", "C", "C", "C", "O", "H", "H", "H", "H", "H", "H", "H", "H", "C", "C", "C", "O", "H", "H", "H", "H", "H", "H", "H", "H", "C", "C", "C", "O", "H", "H", "H", "H", "H", "H", "H", "H", "C", "C", "C", "O", "H", "H", "H", "H", "H", "H", "H", "H", "C", "C", "C", "O", "H", "H", "H", "H", "H", "H", "H", "H"], "coordinates": [[-2.200, -7.610, -0.630], [-2.017, -6.538, 0.473], [-0.957, -6.948, 1.487], [0.454, -6.762, 0.936], [0.691, -5.328, 0.508], [-0.373, -4.834, -0.505], [-1.708, -5.191, -0.010], [-2.684, -4.654, -0.879], [-0.191, -3.321, -0.471], [-0.067, -5.404, -1.907], [-3.345, -6.434, 1.260], [-1.267, -8.153, -0.797], [-2.612, -7.239, -1.565], [-2.903, -8.364, -0.267], [-1.093, -6.391, 2.415], [-1.009, -8.021, 1.699], [0.572, -7.390, 0.045], [1.229, -7.088, 1.634], [1.666, -5.221, 0.021], [0.734, -4.633, 1.352], [0.851, -3.094, -0.712], [-0.831, -2.750, -1.156], [-0.406, -2.813, 0.476], [-0.968, -5.781, -2.385], [0.393, -4.629, -2.517], [0.570, -6.287, -1.821], [-3.746, -7.432, 1.437], [-4.082, -5.880, 0.684], [-3.148, -5.990, 2.235], [-3.111, -3.994, -0.323], [-0.937, -1.107, 3.276], [-1.661, -2.129, 4.149], [-1.221, -3.578, 3.826], [0.157, -3.924, 4.408], [0.196, -3.661, 5.902], [-0.267, -2.257, 6.281], [-1.532, -1.984, 5.590], [-2.136, -0.785, 6.062], [-0.540, -2.255, 7.787], [0.820, -1.206, 5.980], [-3.170, -2.094, 3.838], [-1.261, -0.147, 3.703], [-1.326, -1.098, 2.256], [0.147, -1.142, 3.284], [-1.958, -4.320, 4.139], [-1.109, -3.552, 2.735], [0.870, -3.357, 3.798], [0.366, -4.983, 4.229], [1.173, -3.934, 6.308], [-0.490, -4.380, 6.368], [-1.314, -2.991, 8.019], [0.335, -2.446, 8.410], [-0.889, -1.274, 8.118], [1.350, -1.426, 5.053], [0.315, -0.241, 5.878], [1.573, -1.049, 6.754], [-3.526, -1.061, 3.825], [-3.702, -2.693, 4.568], [-3.270, -2.445, 2.807], [-2.862, -1.057, 6.633], [3.662, 1.819, 0.952], [4.716, 2.398, 0.001], [5.973, 2.771, 0.772], [7.196, 2.946, -0.112], [7.416, 1.680, -0.935], [6.230, 1.339, -1.828], [5.023, 1.379, -1.007], [3.876, 0.983, -1.740], [6.118, 2.200, -3.074], [6.433, -0.121, -2.232], [4.076, 3.661, -0.620], [2.738, 1.555, 0.443], [3.466, 2.511, 1.772], [4.074, 0.900, 1.389], [5.824, 3.766, 1.208], [6.142, 2.051, 1.575], [8.082, 3.218, 0.469], [7.130, 3.788, -0.816], [7.441, 0.844, -0.223], [8.372, 1.725, -1.457], [6.145, 3.278, -2.855], [7.005, 2.142, -3.716], [5.198, 2.033, -3.629], [7.466, -0.359, -2.512], [6.181, -0.778, -1.398], [5.874, -0.435, -3.118], [3.102, 3.429, -1.047], [4.641, 4.031, -1.480], [4.035, 4.425, 0.155], [3.677, 0.158, -1.283], [-0.787, 4.293, 1.240], [-1.009, 5.780, 1.456], [0.241, 6.619, 1.584], [-1.779, 6.267, 0.303], [-0.485, 3.822, 2.173], [-0.044, 4.188, 0.441], [-1.695, 3.821, 0.870], [-1.708, 5.859, 2.298], [0.048, 7.634, 1.930], [0.687, 6.766, 0.593], [1.023, 6.109, 2.152], [-2.150, 7.118, 0.557], [-5.763, 2.469, 2.284], [-5.305, 1.066, 1.944], [-6.354, 0.031, 2.259], [-5.086, 1.112, 0.506], [-6.706, 2.773, 1.835], [-4.991, 3.129, 1.881], [-5.788, 2.625, 3.365], [-4.349, 0.898, 2.447], [-5.988, -0.963, 2.542], [-7.079, -0.154, 1.465], [-6.986, 0.310, 3.111], [-4.482, 0.374, 0.354], [0.145, 5.800, -4.255], [-0.025, 6.592, -2.977], [0.303, 8.074, -3.211], [-1.387, 6.508, -2.537], [-0.108, 4.751, -4.067], [1.192, 5.765, -4.561], [-0.462, 6.178, -5.076], [0.688, 6.260, -2.213], [1.284, 8.184, -3.692], [0.449, 8.607, -2.265], [-0.475, 8.574, -3.785], [-1.425, 6.232, -1.605], [-0.174, 2.228, -2.179], [-0.558, 0.931, -1.449], [-1.929, 0.948, -0.804], [-0.534, -0.176, -2.349], [0.905, 2.354, -2.244], [-0.649, 3.125, -1.779], [-0.612, 2.042, -3.165], [0.212, 0.744, -0.677], [-2.007, 0.066, -0.161], [-2.703, 0.891, -1.568], [-2.019, 1.826, -0.166], [0.291, -0.187, -2.864], [2.472, -2.334, -5.481], [1.800, -1.799, -4.233], [2.624, -1.905, -2.979], [1.326, -0.427, -4.408], [3.503, -1.953, -5.505], [2.074, -1.788, -6.346], [2.406, -3.402, -5.635], [0.850, -2.335, -4.075], [3.618, -1.481, -3.143], [2.686, -2.973, -2.744], [2.239, -1.455, -2.063], [1.138, -0.290, -5.341], [-5.265, 1.855, -4.008], [-4.448, 2.576, -5.073], [-3.019, 2.821, -4.586], [-4.419, 1.744, -6.258], [-5.664, 2.494, -3.218], [-4.866, 0.892, -3.705], [-6.207, 1.628, -4.536], [-4.876, 3.540, -5.344], [-2.510, 1.872, -4.388], [-3.043, 3.506, -3.742], [-2.433, 3.268, -5.397], [-3.733, 1.089, -6.089]], "forces_ev_per_a": [[0.19, -0.42, 0.44], [-1.23, -0.15, -0.19], [1.09, -0.43, -0.35], [0.23, 0.32, -0.26], [-0.09, -0.07, -0.22], [0.36, -0.01, 0.69], [0.86, 0.72, 1.09], [-0.11, -0.43, -0.10], [-0.53, 1.09, -0.59], [-0.26, -0.27, 0.29], [0.26, -0.27, -0.20], [0.01, 0.19, -0.35], [0.13, 0.26, -0.01], [0.04, 0.01, -0.03], [0.07, 0.04, -0.01], [-0.62, 0.11, 0.16], [-0.01, -0.10, 0.12], [-0.17, -0.01, 0.11], [-0.04, -0.09, -0.06], [-0.27, -0.19, 0.20], [-0.07, 0.05, -0.11], [0.22, -0.39, -0.38], [0.10, -0.67, 0.34], [-0.14, 0.40, -0.16], [0.11, -0.21, -0.21], [0.28, 0.20, -0.12], [0.01, 0.01, 0.03], [-0.09, 0.07, 0.15], [-0.24, 0.35, -0.09], [-0.06, 0.05, -0.16], [-0.79, 0.96, 0.60], [-0.56, -1.30, 0.14], [0.93, 0.52, -0.31], [-0.49, 0.00, -0.55], [-0.32, -0.53, -0.33], [1.03, 0.32, 0.69], [-0.43, -0.68, 0.79], [0.53, 0.44, -0.42], [-0.51, 0.40, 0.29], [-0.22, 0.54, -0.32], [0.81, 0.85, -0.64], [0.39, 0.12, -0.18], [0.16, -0.30, -0.07], [0.06, -0.18, -0.05], [-0.16, 0.19, -0.04], [-0.36, -0.58, 0.01], [0.34, 0.02, 0.48], [0.06, 0.05, -0.09], [0.11, 0.51, 0.10], [-0.10, 0.10, -0.06], [0.06, 0.03, 0.06], [0.20, -0.30, -0.36], [-0.09, -0.04, -0.12], [-0.03, 0.05, -0.01], [0.12, -0.01, -0.13], [-0.11, -0.44, 0.18], [-0.14, -0.09, 0.28], [-0.21, -0.12, -0.14], [-0.34, -0.33, 0.16], [0.06, -0.26, -0.09], [0.72, -0.55, 0.33], [-1.04, 0.55, -0.94], [0.29, 0.92, -0.15], [0.43, -0.16, -0.74], [-0.16, 0.15, 1.14], [-0.05, -0.22, -0.54], [0.50, -0.48, 1.11], [0.22, 0.10, 0.24], [0.63, 1.47, -0.24], [0.20, -0.79, -0.65], [0.45, -0.15, -0.47], [-0.08, 0.22, -0.05], [-0.13, 0.06, -0.09], [-0.12, 0.07, 0.05], [-0.36, -0.32, 0.40], [0.21, -0.03, -0.08], [-0.06, -0.37, 0.21], [-0.53, 0.00, 0.20], [0.40, 0.04, -0.04], [-0.19, -0.17, -0.33], [-0.29, -0.19, 0.37], [-0.21, -0.68, -0.12], [0.09, -0.31, -0.07], [0.07, 0.39, 0.19], [-0.06, 0.03, 0.00], [-0.35, 0.22, 0.22], [-0.23, 0.03, 0.33], [0.25, 0.13, 0.28], [-0.35, 0.17, -0.17], [-0.33, -0.07, -0.37], [0.30, 0.56, -0.68], [-1.39, 0.04, -0.55], [0.56, -0.15, -0.46], [0.37, -0.33, 0.52], [0.25, -0.12, -0.11], [0.15, -0.33, 0.30], [-0.15, 0.08, 0.19], [0.43, 0.29, 0.22], [-0.02, -0.14, 0.42], [-0.21, -0.25, -0.07], [-0.21, 0.26, 0.38], [-0.01, 0.03, -0.18], [0.82, 0.44, 0.24], [-0.88, 0.79, -1.09], [-0.84, -1.06, 1.01], [0.59, -0.63, 0.76], [-0.15, -0.33, -0.03], [-0.12, 0.18, 0.08], [-0.19, -0.05, -0.03], [-0.06, -0.23, 0.06], [0.38, 0.14, -0.21], [0.31, 0.39, -0.36], [0.27, 0.24, 0.05], [-0.08, 0.13, -0.51], [0.34, -0.87, 0.29], [-0.28, 1.22, -0.23], [0.72, -0.01, 0.42], [0.41, -0.40, 0.19], [-0.27, 0.09, -0.09], [0.03, 0.31, -0.08], [-0.08, 0.10, 0.07], [-0.26, -0.42, 0.04], [-0.27, -0.10, -0.31], [-0.43, -0.09, 0.04], [0.02, -0.06, -0.11], [0.03, 0.19, -0.20], [-0.81, -0.69, -0.35], [0.89, -0.01, 0.31], [0.51, -0.27, 0.19], [-0.06, -0.06, 0.14], [0.00, 0.01, -0.12], [0.11, -0.04, 0.19], [0.33, 0.54, -0.21], [-0.28, 0.06, 0.10], [-0.14, -0.02, -0.07], [-0.10, 0.27, 0.04], [-0.28, 0.04, -0.14], [-0.29, 0.24, -0.05], [0.67, 1.70, -0.33], [-2.08, 0.26, 0.19], [0.57, -0.32, 0.16], [1.14, -0.29, 0.06], [0.12, -0.62, 0.21], [-0.45, -0.55, -0.05], [0.06, -0.12, 0.12], [0.33, -0.33, 0.03], [0.06, -0.17, 0.00], [0.38, 0.04, -0.07], [-0.55, 0.24, -0.35], [-0.12, 0.05, 0.06], [-1.98, 0.50, -1.26], [1.08, -0.88, 0.47], [-0.12, 0.19, -0.96], [0.04, 0.54, 0.34], [0.82, -0.08, 0.45], [0.36, 0.19, 0.35], [0.17, -0.32, 0.08], [-0.29, -0.17, -0.14], [-0.20, 0.03, 0.52], [0.32, -0.20, 0.21], [-0.09, 0.24, 0.12], [-0.09, -0.06, -0.14]], "mulliken_charge": [-1.86, 1.10, -0.77, -0.78, -0.89, 1.83, 1.37, -0.56, -1.99, -1.66, -1.62, 0.32, 0.33, 0.47, 0.11, 0.36, 0.31, 0.43, 0.50, 0.09, 0.31, 0.74, -0.28, 0.29, 0.22, 0.33, 0.40, 0.46, 0.11, 0.31, -1.85, 2.37, -0.32, -0.57, -1.47, 1.79, 0.39, -0.51, -2.16, -1.74, -2.31, 0.56, 0.22, 0.24, 0.53, -0.78, 0.32, 0.40, 0.45, 0.39, 0.43, 0.42, 0.45, 0.27, 0.32, 0.43, 0.54, 0.47, 0.35, 0.34, -1.96, 1.81, -1.11, -0.72, -1.30, 1.66, 0.15, -0.06, -1.69, -1.94, -1.41, 0.12, 0.41, 0.51, 0.37, 0.34, 0.42, 0.33, 0.40, 0.48, 0.35, 0.47, 0.24, 0.41, 0.44, 0.27, 0.04, 0.27, 0.42, 0.26, -0.85, 0.42, -1.27, -0.58, 0.51, 0.00, 0.07, 0.38, 0.40, 0.22, 0.34, 0.28, -1.59, 1.21, -1.34, -0.49, 0.34, 0.31, 0.40, -0.01, 0.26, 0.35, 0.37, 0.19, -1.15, 1.21, -1.54, -0.61, 0.05, 0.39, 0.33, -0.07, 0.37, 0.33, 0.35, 0.36, -1.18, 1.62, -0.94, -0.53, 0.27, 0.28, 0.24, -0.33, 0.17, 0.22, 0.08, 0.08, -1.37, 0.56, -0.42, -0.48, 0.34, 0.40, 0.33, 0.07, -0.01, 0.42, 0.01, 0.25, -1.26, 0.41, -0.92, -0.58, 0.38, 0.20, 0.40, 0.38, 0.03, 0.37, 0.33, 0.33]}